Formula: C5H9N
Source: the Open Molecules 2025 dataset
Level of theory: wB97M-V/def2-TZVPD

```
15
Properties=species:S:1:pos:R:3:mulliken_charge:R:1
C -2.4244 -0.1542 0.2276 -0.807
C -1.2535 -0.7761 0.3305 -0.322
C 0.0497 -0.2474 -0.0637 0.867
C 0.1760 0.7411 -1.1898 -1.646
C 1.1199 -0.5635 0.6832 -0.351
N 2.3829 0.0031 0.6088 -0.503
H -2.4120 0.8881 -0.0582 0.274
H -3.3395 -0.7124 0.3436 0.261
H -1.2276 -1.7782 0.7512 0.271
H 1.0943 0.5715 -1.7620 0.466
H 0.2466 1.7845 -0.8737 0.337
H -0.6515 0.6382 -1.8857 0.402
H 0.9632 -1.3304 1.4375 0.309
H 2.4819 0.7500 -0.0578 0.205
H 2.7939 0.1857 1.5085 0.237
```

Kohn-Sham gap, eV: 8.59
Energy relative to the best compared isomer or geometry (same formula, charge and spin), kJ/mol: 109.5
LUMO energy, Ha: 0.0362
Charge: 0

***

Formula: C5H9N
Source: the Open Molecules 2025 dataset
Level of theory: wB97M-V/def2-TZVPD

```
15
Properties=species:S:1:pos:R:3:mulliken_charge:R:1
C 1.6604 0.5658 1.1912 -1.110
C 0.4949 0.1406 0.2857 0.590
C -0.0237 0.8939 -0.7101 -0.311
C -1.2274 0.3194 -1.2586 -0.512
N -1.3905 -1.0100 -0.5979 -0.503
C -0.3155 -1.0979 0.4664 -0.499
H 2.0900 1.5589 0.7479 0.265
H 2.3935 -0.2043 1.3391 0.321
H 1.2806 0.8159 2.2736 0.245
H 0.1868 1.9858 -0.8098 0.295
H -1.0817 0.1405 -2.2963 0.232
H -2.1287 0.9134 -1.1050 0.272
H -1.0781 -1.7811 -1.4684 0.277
H -0.9507 -1.0905 1.4918 0.173
H 0.0902 -2.1504 0.4504 0.266
```

Kohn-Sham gap, eV: 9.53
Energy relative to the best compared isomer or geometry (same formula, charge and spin), kJ/mol: 196.9
LUMO energy, Ha: 0.0379
Charge: 0